<w>
Here is the molecule C3H11N3O from the Open Molecules 2025 dataset. Energies are from ωB97M-V/def2-TZVPD.

Structure (XYZ):
```
18
Properties=species:S:1:pos:R:3:mulliken_charge:R:1
C 0.08 1.71 1.84 -0.87
N -0.17 0.36 1.38 -0.24
C 0.56 -0.20 0.05 -0.14
O 1.52 -1.07 0.53 -0.53
N -0.50 -0.87 -0.61 -0.14
C 0.27 -1.27 -2.05 -0.82
N -1.62 -0.05 -0.92 -0.69
H 0.95 1.74 2.50 0.29
H -0.80 2.06 2.41 0.27
H 0.20 2.42 1.02 0.30
H -0.14 -0.34 2.11 0.22
H 1.01 0.65 -0.48 0.46
H 1.04 -1.92 0.59 0.39
H -0.35 -2.06 -2.47 0.32
H 1.28 -1.67 -1.96 0.32
H 0.26 -0.39 -2.70 0.32
H -1.37 0.92 -1.12 0.23
H -2.24 -0.02 -0.12 0.31
```

## Properties
E_HOMO (Eh): -0.3033
Total charge: 0
Spin multiplicity: 1
Lowest unoccupied orbital energy (eV): 1.1
SMILES: CN[C@@H](O)N(C)N
HOMO-LUMO gap (eV): 9.31



<x>
Here is a structure of composition C3H11N3O from the Open Molecules 2025 dataset. Energies are from ωB97M-V/def2-TZVPD.

Structure (XYZ):
```
18
Properties=species:S:1:pos:R:3:mulliken_charge:R:1
C 0.06 -0.70 -0.51 -0.18
C 0.56 1.40 0.53 -0.82
C -2.47 -0.86 0.65 -0.78
N 0.11 0.03 0.65 -0.06
N -1.51 -0.13 -0.15 -0.27
N 2.96 -0.23 -0.85 -0.40
O 2.04 -0.99 -0.13 -0.53
H -1.80 0.77 -0.52 0.26
H 2.51 0.21 -1.66 0.19
H 3.32 0.52 -0.26 0.21
H -0.04 -1.78 -0.44 0.24
H 0.28 -0.28 -1.49 0.34
H 0.42 1.84 -0.46 0.35
H 1.62 1.40 0.76 0.24
H 0.05 2.01 1.28 0.31
H -1.96 -1.72 1.10 0.30
H -3.29 -1.23 0.03 0.30
H -2.88 -0.25 1.46 0.29
```

## Properties
E_HOMO (alpha / beta) (Eh): -0.2376 / -0.2378
Total charge: 0
Spin multiplicity: 1
Lowest unoccupied orbital energy (alpha / beta) (eV): 0.5 / 0.5
HOMO-LUMO gap (alpha / beta) (eV): 6.95 / 6.95



Short version: <x> is the least stable of them.



<w>
Here is the molecule C4H4O2 from the Open Molecules 2025 dataset. Energies are from ωB97M-V/def2-TZVPD.

Structure (XYZ):
```
10
Properties=species:S:1:pos:R:3:mulliken_charge:R:1
C -0.08 0.96 0.18 -0.33
C 1.27 1.05 -0.13 -0.05
C -0.83 -0.12 0.03 0.36
C -1.57 -1.17 -0.18 -0.63
O 2.12 0.04 -0.23 0.00
O 1.80 -1.16 0.17 -0.52
H -0.52 1.81 0.82 0.26
H 1.71 1.94 -0.34 0.41
H -2.52 -1.30 -0.74 0.27
H -1.38 -2.05 0.44 0.23
```

## Properties
E_HOMO (alpha / beta) (Eh): -0.3246 / -0.3066
Total charge: 0
Spin multiplicity: 1
Lowest unoccupied orbital energy (alpha / beta) (eV): -0.7 / -0.7
HOMO-LUMO gap (alpha / beta) (eV): 8.13 / 7.63



<x>
Here is a structure of composition C4H4O2 from the Open Molecules 2025 dataset. Energies are from ωB97M-V/def2-TZVPD.

Structure (XYZ):
```
10
Properties=species:S:1:pos:R:3:mulliken_charge:R:1
O 1.31 -0.13 -0.72 -0.52
C 0.19 -0.67 -1.10 -0.36
C -1.45 0.02 -0.08 0.61
O -2.54 -0.04 -0.54 -0.44
C -0.76 0.52 1.03 -0.16
C 0.44 0.81 1.31 -0.49
H 1.20 0.21 0.44 0.36
H 0.12 -1.77 -0.95 0.30
H -0.22 -0.32 -2.05 0.32
H 1.01 1.35 2.04 0.38
```

## Properties
E_HOMO (Eh): -0.3496
Total charge: 0
Spin multiplicity: 1
Lowest unoccupied orbital energy (eV): -0.3
HOMO-LUMO gap (eV): 9.20



Short version: <w> is the least stable of them.



<w>
Here is a cluster of 2 separate species, C4H4O2 in total from the Open Molecules 2025 dataset. Energies are from ωB97M-V/def2-TZVPD.

Structure (XYZ):
```
10
Properties=species:S:1:pos:R:3:mulliken_charge:R:1
C 2.47 -0.28 0.01 0.74
C -1.25 0.63 0.52 -0.57
C -0.92 -0.28 -0.60 -0.34
C -0.46 -0.63 0.75 -0.07
O 2.08 -0.67 -1.00 -0.37
O 2.94 0.12 0.99 -0.37
H -0.77 1.51 0.54 0.20
H -2.12 0.68 1.00 0.28
H -1.76 -0.85 -0.92 0.22
H -0.20 -0.22 -1.29 0.30
```

## Properties
E_HOMO (Eh): -0.3416
Total charge: 0
Spin multiplicity: 1
Lowest unoccupied orbital energy (eV): -0.5
HOMO-LUMO gap (eV): 8.77



<x>
Here is a structure of composition C4H4O2 from the Open Molecules 2025 dataset. Energies are from ωB97M-V/def2-TZVPD.

Structure (XYZ):
```
10
Properties=species:S:1:pos:R:3:mulliken_charge:R:1
C -1.53 1.41 0.07 -0.96
C 0.37 0.94 0.03 0.78
C -2.31 0.42 0.02 0.77
C 0.53 -0.41 0.44 -1.02
O -2.80 -0.65 0.04 -0.44
O 1.10 1.81 -0.38 -0.43
H -1.67 2.36 -0.21 0.40
H 1.50 -0.80 0.40 0.36
H 0.06 -1.01 -0.50 0.27
H -0.11 -0.70 1.40 0.28
```

## Properties
E_HOMO (Eh): -0.3391
Total charge: 0
Spin multiplicity: 1
Lowest unoccupied orbital energy (eV): 0.2
HOMO-LUMO gap (eV): 9.44



<y>
Here is a structure of composition C4H4O2 from the Open Molecules 2025 dataset. Energies are from ωB97M-V/def2-TZVPD.

Structure (XYZ):
```
10
Properties=species:S:1:pos:R:3:mulliken_charge:R:1
O 1.19 1.60 -1.43 -0.36
C 0.22 1.28 -0.83 0.17
O 0.31 0.37 0.24 -0.24
C 1.24 -1.31 0.23 -0.48
C -0.85 -0.15 0.65 -0.01
C -1.97 -0.45 0.94 -0.17
H -0.82 1.60 -0.97 0.34
H 1.51 -1.19 -0.83 0.16
H 2.08 -0.89 0.80 0.17
H -2.91 -0.87 1.21 0.42
```

## Properties
E_HOMO (Eh): -0.3168
Total charge: 0
Spin multiplicity: 1
Lowest unoccupied orbital energy (eV): 0.3
HOMO-LUMO gap (eV): 8.89



Short version: <y> is the least stable of them.



<w>
Here is a structure of composition C4H4O2 from the Open Molecules 2025 dataset. Energies are from ωB97M-V/def2-TZVPD.

Structure (XYZ):
```
10
Properties=species:S:1:pos:R:3:mulliken_charge:R:1
C -0.41 0.95 0.99 0.01
C -0.32 1.54 -0.33 -0.09
C -0.46 -0.06 -0.02 0.76
C 0.20 -1.31 -0.27 -1.15
O 0.83 1.02 2.37 -0.58
O -1.09 0.62 -1.04 -0.34
H 0.24 2.15 -0.98 0.35
H 1.04 -1.33 0.37 0.34
H 0.41 -1.51 -1.28 0.36
H -0.44 -2.07 0.17 0.34
```

## Properties
E_HOMO (alpha / beta) (Eh): -0.3159 / -0.3163
Total charge: 0
Spin multiplicity: 1
Lowest unoccupied orbital energy (alpha / beta) (eV): -0.4 / -0.4
HOMO-LUMO gap (alpha / beta) (eV): 8.20 / 8.21



<x>
Here is the molecule C4H4O2 from the Open Molecules 2025 dataset. Energies are from ωB97M-V/def2-TZVPD.

Structure (XYZ):
```
10
Properties=species:S:1:pos:R:3:mulliken_charge:R:1
C -1.10 -1.37 1.73 0.08
C -0.52 -0.42 1.27 -0.23
C 0.06 0.60 0.41 0.31
O 0.05 1.79 0.64 -0.54
C 0.58 0.03 -0.89 -0.42
O 0.81 1.00 -1.86 -0.50
H -1.63 -2.21 2.12 0.39
H 1.52 -0.52 -0.68 0.28
H -0.15 -0.73 -1.20 0.29
H 0.38 1.81 -1.55 0.34
```

## Properties
E_HOMO (Eh): -0.3969
Total charge: 0
Spin multiplicity: 1
Lowest unoccupied orbital energy (eV): 0.0
SMILES: C#CC(=O)CO
HOMO-LUMO gap (eV): 10.80



<y>
Here is a cluster of 2 separate species, C4H4O2 in total from the Open Molecules 2025 dataset. Energies are from ωB97M-V/def2-TZVPD.

Structure (XYZ):
```
10
Properties=species:S:1:pos:R:3:mulliken_charge:R:1
O -2.14 -0.15 -0.68 -0.45
C -1.00 0.32 -0.09 -0.39
C 0.00 -0.79 0.24 0.40
O -0.04 -2.01 0.27 -0.53
C 1.15 0.00 0.40 -0.28
C 2.13 0.69 0.35 0.01
H -1.87 -1.02 -0.99 0.34
H -1.28 0.82 0.86 0.29
H -0.09 1.29 -0.89 0.23
H 3.14 0.86 0.53 0.38
```

## Properties
E_HOMO (Eh): -0.3719
Total charge: 0
Spin multiplicity: 1
Lowest unoccupied orbital energy (eV): -0.3
HOMO-LUMO gap (eV): 9.80



Short version: <w> is the least stable of them.



<w>
Here is the molecule C4H4O2 from the Open Molecules 2025 dataset. Energies are from ωB97M-V/def2-TZVPD.

Structure (XYZ):
```
10
Properties=species:S:1:pos:R:3:mulliken_charge:R:1
C 2.50 0.49 0.60 0.25
C 1.41 0.09 0.27 -0.45
C 0.12 -0.50 -0.05 0.38
O 0.00 -1.71 -0.16 -0.53
C -1.09 0.39 -0.27 -0.46
O -2.27 -0.35 -0.12 -0.51
H 3.47 0.82 0.89 0.40
H -1.10 1.23 0.44 0.31
H -1.00 0.82 -1.28 0.24
H -2.04 -1.27 -0.31 0.37
```

## Properties
E_HOMO (Eh): -0.3905
Total charge: 0
Spin multiplicity: 1
Lowest unoccupied orbital energy (eV): -0.1
SMILES: C#CC(=O)CO
HOMO-LUMO gap (eV): 10.56



<x>
Here is the molecule C4H4O2 from the Open Molecules 2025 dataset. Energies are from ωB97M-V/def2-TZVPD.

Structure (XYZ):
```
10
Properties=species:S:1:pos:R:3:mulliken_charge:R:1
O -0.52 2.23 -0.22 -0.60
C -0.43 1.06 0.17 0.26
C -1.10 -0.20 -0.14 -0.67
C 0.06 -1.04 -0.11 0.00
O 1.14 -0.52 -1.17 -0.33
C 1.08 0.00 0.04 -0.08
H -2.09 -0.40 -0.54 0.38
H -0.31 0.81 1.28 0.24
H 0.20 -2.10 0.05 0.44
H 1.98 0.17 0.63 0.36
```

## Properties
E_HOMO (alpha / beta) (Eh): -0.3280 / -0.3291
Total charge: 0
Spin multiplicity: 1
Lowest unoccupied orbital energy (alpha / beta) (eV): -1.5 / -1.3
HOMO-LUMO gap (alpha / beta) (eV): 7.46 / 7.68



<y>
Here is a structure of composition C4H4O2 from the Open Molecules 2025 dataset. Energies are from ωB97M-V/def2-TZVPD.

Structure (XYZ):
```
10
Properties=species:S:1:pos:R:3:mulliken_charge:R:1
O -0.01 2.62 0.03 -0.53
C -0.12 1.44 -0.09 0.51
O -0.55 0.70 -1.19 -0.36
C -0.62 -0.49 -0.34 0.05
C 0.80 -0.86 -0.02 -0.67
C 0.04 0.22 0.75 -0.35
H -1.46 -1.15 -0.47 0.42
H 1.06 -1.71 0.60 0.27
H 1.09 -0.83 -1.05 0.31
H -0.23 0.05 1.78 0.34
```

## Properties
E_HOMO (Eh): -0.3751
Total charge: 0
Spin multiplicity: 1
Lowest unoccupied orbital energy (eV): 0.9
HOMO-LUMO gap (eV): 11.11



<z>
Here is the molecule C4H4O2 from the Open Molecules 2025 dataset. Energies are from ωB97M-V/def2-TZVPD.

Structure (XYZ):
```
10
Properties=species:S:1:pos:R:3:mulliken_charge:R:1
O 1.49 -1.19 1.54 -0.36
C 1.34 -0.45 0.63 0.21
O 0.11 0.23 0.49 -0.04
C -1.45 -0.45 0.55 -0.55
C -0.28 0.68 -0.73 0.19
C -0.01 1.27 -1.77 -0.56
H 2.03 -0.14 -0.16 0.34
H -1.19 -1.51 0.66 0.21
H -1.77 -0.07 1.53 0.21
H -0.27 1.63 -2.74 0.34
```

## Properties
E_HOMO (Eh): -0.3019
Total charge: 0
Spin multiplicity: 1
Lowest unoccupied orbital energy (eV): 0.2
HOMO-LUMO gap (eV): 8.42



Short version: <z> is the least stable of them.



<w>
Here is a structure of composition C4H4O2 from the Open Molecules 2025 dataset. Energies are from ωB97M-V/def2-TZVPD.

Structure (XYZ):
```
10
Properties=species:S:1:pos:R:3:mulliken_charge:R:1
O 0.67 -0.91 2.03 -0.61
C 0.38 -0.40 0.97 0.24
C 0.62 -0.73 -0.43 -0.44
C -0.44 0.20 -0.93 -0.05
O -1.68 0.08 -0.16 -0.38
C -0.62 0.78 0.40 -0.06
H 1.00 -1.64 -0.93 0.37
H 1.39 0.23 0.31 0.18
H -0.57 0.57 -1.94 0.42
H -0.75 1.83 0.68 0.34
```

## Properties
E_HOMO (Eh): -0.3433
Total charge: 0
Spin multiplicity: 1
Lowest unoccupied orbital energy (eV): 0.1
HOMO-LUMO gap (eV): 9.48



<x>
Here is the molecule C4H4O2 from the Open Molecules 2025 dataset. Energies are from ωB97M-V/def2-TZVPD.

Structure (XYZ):
```
10
Properties=species:S:1:pos:R:3:mulliken_charge:R:1
O -2.55 -0.13 -0.08 -0.44
C -1.46 -0.58 0.08 0.19
O -0.49 0.19 0.64 -0.14
C 0.27 1.29 -0.07 -0.27
C 1.13 -0.07 0.01 0.06
C 1.74 -1.15 0.02 -0.53
H -1.13 -1.62 -0.10 0.33
H -0.32 1.65 -0.95 0.24
H 0.21 2.16 0.64 0.22
H 2.61 -1.75 -0.19 0.35
```

## Properties
E_HOMO (Eh): -0.3173
Total charge: 0
Spin multiplicity: 1
Lowest unoccupied orbital energy (eV): 0.7
HOMO-LUMO gap (eV): 9.30



<y>
Here is a structure of composition C4H4O2 from the Open Molecules 2025 dataset. Energies are from ωB97M-V/def2-TZVPD.

Structure (XYZ):
```
10
Properties=species:S:1:pos:R:3:mulliken_charge:R:1
O 0.15 -1.97 1.20 -0.53
C 0.07 -0.98 0.51 0.18
C 1.13 -0.03 -0.13 -0.30
C 0.08 1.11 -0.02 -0.65
O -1.16 0.29 -1.08 -0.34
C -1.01 0.10 0.35 0.27
H 1.48 -0.22 -1.16 0.23
H 2.00 0.12 0.52 0.29
H -0.84 1.36 -1.13 0.44
H -1.91 0.23 0.94 0.41
```

## Properties
E_HOMO (Eh): -0.3650
Total charge: 0
Spin multiplicity: 1
Lowest unoccupied orbital energy (eV): 0.1
HOMO-LUMO gap (eV): 10.05



<z>
Here is the molecule C4H4O2 from the Open Molecules 2025 dataset. Energies are from ωB97M-V/def2-TZVPD.

Structure (XYZ):
```
10
Properties=species:S:1:pos:R:3:mulliken_charge:R:1
C 0.55 -0.59 -0.26 -0.50
O -0.82 -1.27 -0.25 -0.36
C -1.81 -0.39 0.06 0.35
C -2.16 0.86 0.66 -0.40
C -3.18 0.08 0.04 0.41
O -4.35 -0.13 -0.27 -0.60
H 0.38 0.26 0.34 0.26
H 0.87 -0.37 -1.31 0.23
H 1.41 -1.22 0.15 0.21
H -1.90 1.68 1.22 0.39
```

## Properties
E_HOMO (Eh): -0.3444
Total charge: 0
Spin multiplicity: 1
Lowest unoccupied orbital energy (eV): 0.6
SMILES: COc1cc1=O
HOMO-LUMO gap (eV): 10.00



Short version: <x> is the least stable of them.



<w>
Here is a cluster of 2 separate species, C4H4O2 in total from the Open Molecules 2025 dataset. Energies are from ωB97M-V/def2-TZVPD.

Structure (XYZ):
```
10
Properties=species:S:1:pos:R:3:mulliken_charge:R:1
C 1.22 -0.05 1.23 -0.60
C 1.36 -0.36 -0.05 -0.27
C 0.82 -0.53 -1.22 0.81
O 0.50 -0.72 -2.33 -0.42
H 0.24 0.24 1.62 0.30
H 2.05 -0.07 1.93 0.25
C -1.54 0.37 -0.30 -0.23
O -1.64 0.42 0.90 -0.47
H -1.21 1.24 -0.91 0.33
H -1.81 -0.54 -0.88 0.30
```

## Properties
E_HOMO (Eh): -0.3404
Total charge: 0
Spin multiplicity: 1
Lowest unoccupied orbital energy (eV): -0.8
SMILES: C=C=C=O.C=O
HOMO-LUMO gap (eV): 8.50



<x>
Here is the molecule C4H4O2 from the Open Molecules 2025 dataset. Energies are from ωB97M-V/def2-TZVPD.

Structure (XYZ):
```
10
Properties=species:S:1:pos:R:3:mulliken_charge:R:1
O -1.22 0.79 -0.63 -0.14
C -2.17 0.22 0.06 -0.22
C -0.05 -0.02 -0.63 -0.27
C 1.23 0.54 -0.16 -0.15
O 0.77 1.05 1.09 -0.38
C 0.49 -0.31 0.73 0.01
H -1.94 -0.89 0.03 0.17
H -0.05 -0.80 -1.38 0.32
H 2.26 0.50 -0.48 0.30
H 0.71 -1.16 1.35 0.36
```

## Properties
E_HOMO (Eh): -0.3199
Total charge: 0
Spin multiplicity: 1
Lowest unoccupied orbital energy (eV): 0.4
HOMO-LUMO gap (eV): 9.12



<y>
Here is the molecule C4H4O2 from the Open Molecules 2025 dataset. Energies are from ωB97M-V/def2-TZVPD.

Structure (XYZ):
```
10
Properties=species:S:1:pos:R:3:mulliken_charge:R:1
O -1.05 1.56 0.36 -0.54
C -0.26 0.53 0.87 0.06
C -0.28 -0.75 0.09 -0.01
O -0.40 -0.43 -1.28 -0.40
C 1.16 0.24 0.41 -0.46
C 0.96 -0.36 -0.83 -0.04
H -0.99 1.53 -0.60 0.34
H -0.39 0.49 1.95 0.36
H -0.40 -1.79 0.40 0.35
H 1.65 -1.01 -1.37 0.33
```

## Properties
E_HOMO (Eh): -0.3206
Total charge: 0
Spin multiplicity: 1
Lowest unoccupied orbital energy (eV): 0.8
HOMO-LUMO gap (eV): 9.55



<z>
Here is a cluster of 2 separate species, C4H4O2 in total from the Open Molecules 2025 dataset. Energies are from ωB97M-V/def2-TZVPD.

Structure (XYZ):
```
10
Properties=species:S:1:pos:R:3:mulliken_charge:R:1
C -0.51 -0.70 -1.42 -0.57
C -0.93 -0.30 -0.25 0.40
C -1.20 0.13 0.96 -0.75
H -0.40 0.00 -2.24 0.26
H -0.17 -1.72 -1.58 0.26
H -0.38 0.48 1.58 0.12
H -2.19 0.17 1.39 0.26
O 2.00 0.94 1.83 -0.41
C 2.05 0.53 0.74 0.78
O 2.11 0.11 -0.34 -0.35
```

## Properties
E_HOMO (Eh): -0.3642
Total charge: 0
Spin multiplicity: 1
Lowest unoccupied orbital energy (eV): 0.6
SMILES: C=C=C.O=C=O
HOMO-LUMO gap (eV): 10.54



Short version: <x> is the least stable of them.